(1)
The following is a DFT calculation (the ωB97M-V functional and the def2-TZVPD basis) of a structure of composition C27H40CaGeN4PS.

The total energy comes out at -4765.057965 hartree. Its LUMO energy is -8.669 eV. As for the net charge: +3. For the HOMO-LUMO gap, the calculation gives 7.525 eV. As for the energy relative to the best compared isomer or geometry (same formula, charge and spin): 0.0 kJ/mol.

```
75
Properties=species:S:1:pos:R:3:forces:R:3:nbo_charge:R:1
Ca 1.35329 0.59922 0.97506 0.0356 -0.4182 -0.0557 1.82
S -0.50298 -2.50929 3.97433 0.1150 -0.0003 0.0265 0.56
C -0.15584 -1.11102 4.94309 0.0091 0.0246 -0.0378 -0.25
C -0.27815 -0.95401 6.32230 -0.0008 0.0007 -0.0071 -0.17
C 0.07960 0.26420 6.85983 0.0008 -0.0084 -0.0053 -0.17
C 0.55132 1.30634 6.04904 0.0027 0.0093 -0.0046 -0.17
C 0.67135 1.14934 4.68474 -0.0005 0.0236 0.0683 -0.26
C 0.31019 -0.07728 4.12571 0.0048 -0.0641 0.1092 0.16
N 0.38062 -0.41919 2.77743 -0.1820 -0.0741 0.1511 -0.71
C -0.00989 -1.66136 2.57755 -0.0270 0.1879 -0.0981 0.04
C -0.14355 -2.19463 1.20664 -0.0658 -0.0703 0.0398 -0.01
C -1.32425 -2.87657 0.91979 -0.0304 0.0325 -0.0714 -0.19
C -1.62817 -3.27384 -0.37431 0.0022 0.0073 0.0358 -0.14
C -0.76659 -2.95256 -1.40873 0.0066 0.0175 0.0167 -0.19
C 0.41791 -2.29027 -1.12382 -0.0212 0.0561 -0.0533 -0.18
C 0.79168 -1.91256 0.17881 0.0585 -0.0744 -0.0826 -0.62
H -0.63982 -1.75623 6.95037 -0.0027 -0.0064 0.0044 0.25
H -0.00397 0.41997 7.92627 -0.0029 -0.0026 0.0060 0.25
H 0.82236 2.24743 6.50709 0.0038 0.0074 -0.0041 0.25
H 1.03541 1.97223 4.07655 -0.0085 -0.0326 -0.0302 0.20
H -2.03514 -3.07439 1.71175 0.0118 0.0056 0.0206 0.24
H -2.54222 -3.81901 -0.56679 -0.0037 -0.0037 -0.0092 0.25
H -0.99164 -3.24670 -2.42473 -0.0023 -0.0011 -0.0039 0.25
H 1.10259 -2.12360 -1.94925 0.0077 -0.0165 0.0130 0.22
C -2.74502 5.91842 -2.80665 0.0007 0.0408 -0.0094 -0.05
N -1.39648 5.84249 -3.54825 -0.0138 0.0000 -0.0205 -0.39
C -1.61587 5.02781 -4.83918 -0.0008 0.0329 -0.0097 -0.05
N -2.15762 3.75337 -4.53588 0.0157 -0.0103 -0.0016 -0.43
C -3.42384 3.88856 -3.81946 -0.0214 -0.0064 -0.0147 -0.08
N -3.25236 4.61710 -2.56461 -0.0034 -0.0028 0.0137 -0.43
C -2.46931 3.86995 -1.58348 -0.0683 0.0131 0.0400 -0.52
P -0.73975 3.48905 -2.15984 -0.0471 0.1021 0.0107 0.70
C -0.32624 5.23223 -2.68890 -0.0045 0.0229 -0.0530 -0.53
C -1.21103 2.87492 -3.85200 0.0099 -0.0218 -0.0908 -0.52
H -3.41318 6.48287 -3.45715 0.0047 0.0021 0.0111 0.24
H -2.57213 6.46855 -1.88214 -0.0020 -0.0019 -0.0116 0.23
H -1.11391 6.79014 -3.80692 0.0015 -0.0025 0.0032 0.44
H -0.65048 4.95368 -5.33881 -0.0114 0.0056 0.0000 0.23
H -2.30769 5.61130 -5.44674 0.0135 -0.0035 -0.0030 0.24
H -3.83123 2.90075 -3.61294 -0.0012 0.0025 -0.0015 0.23
H -4.13097 4.42905 -4.44940 -0.0013 -0.0056 0.0036 0.23
H -2.98629 2.93352 -1.36365 0.0143 0.0023 -0.0082 0.25
H -2.43220 4.43676 -0.65013 0.0258 -0.0210 -0.0035 0.24
H 0.60155 5.24694 -3.26279 0.0052 -0.0323 0.0286 0.25
H -0.19278 5.87592 -1.81846 -0.0045 -0.0300 0.0125 0.25
H -1.65422 1.88141 -3.76109 -0.0040 0.0105 0.0140 0.25
H -0.31625 2.76589 -4.46909 0.0113 -0.0123 0.0370 0.24
C 5.99245 0.22647 3.29385 0.0274 0.0109 -0.0087 -0.62
C 4.70429 -0.35647 3.85375 -0.0566 -0.0117 0.0178 -0.40
C 3.56799 -0.50079 2.83123 -0.0329 0.0780 -0.0021 -0.41
C 3.80190 -1.64541 1.84262 -0.0029 -0.0644 -0.0741 -0.84
Ge 2.82599 -1.82959 0.14476 0.0615 0.1647 0.2095 1.20
C 3.21794 -0.31950 -1.14029 0.0542 -0.0479 -0.0277 -0.88
C 3.55048 1.14055 -0.80534 -0.2704 0.2598 0.2455 -0.37
C 4.86638 1.34194 -0.06321 0.0693 -0.0489 -0.0213 -0.42
C 5.02454 2.75227 0.48054 -0.0306 0.0499 0.0366 -0.61
H 6.73747 0.32331 4.08125 0.0100 -0.0148 0.0021 0.25
H 5.83035 1.22401 2.87900 -0.0090 0.0094 0.0173 0.20
H 6.43351 -0.40184 2.51788 -0.0015 -0.0009 -0.0118 0.21
H 4.34650 0.25851 4.68189 0.0152 0.0342 -0.0187 0.22
H 4.89363 -1.34817 4.27341 -0.0127 0.0037 0.0098 0.23
H 3.47936 0.48695 2.31767 0.0359 0.0035 -0.0024 0.12
H 2.64442 -0.66629 3.38096 0.0159 -0.0303 -0.0170 0.23
H 3.68291 -2.59592 2.36832 -0.0166 0.0140 0.0018 0.27
H 4.84134 -1.63024 1.49840 -0.0061 -0.0090 -0.0053 0.26
H 3.23856 -3.09859 -0.57641 -0.0030 -0.0278 -0.0083 -0.05
H 2.46873 -0.37488 -1.93494 0.0030 0.0013 0.0112 0.24
H 4.13572 -0.71570 -1.58814 -0.0615 -0.0140 -0.0622 0.29
H 2.74166 1.68807 -0.24496 0.3467 0.1131 -0.1472 0.05
H 3.56379 1.74359 -1.71682 0.0285 -0.1525 -0.0915 0.25
H 5.67330 1.11722 -0.76504 -0.0060 0.0079 0.0001 0.24
H 4.96599 0.61162 0.74172 -0.0091 0.0116 -0.0017 0.21
H 4.95613 3.49757 -0.31334 -0.0022 -0.0074 -0.0059 0.22
H 5.98634 2.88602 0.97188 0.0114 -0.0159 -0.0159 0.25
H 4.25054 2.98317 1.22324 0.0123 -0.0011 -0.0045 0.18
```
Forces are in eV/Å.

=====

(2)
The following is a DFT calculation (the ωB97M-V functional and the def2-TZVPD basis) of a cluster of 2 separate species, C2HFN2O2 in total at a distorted geometry.

The total energy comes out at -436.455299 hartree. Its LUMO energy is -2.767 eV. For the HOMO-LUMO gap, the calculation gives 9.887 eV. As for the energy relative to the best compared isomer or geometry (same formula, charge and spin): 587.1 kJ/mol.

```
8
Properties=species:S:1:pos:R:3:forces:R:3:nbo_charge:R:1
C 0.55271 -1.60033 -0.96160 1.2407 -1.3377 -0.1641 0.18
C -0.12023 -0.71577 -0.13214 -1.1215 5.4915 -3.0759 0.20
N 1.24440 -2.24348 -1.61740 -0.3532 -0.0024 0.1275 -0.12
N -1.62378 -0.67327 -0.14982 0.3172 -2.3452 -0.6150 0.51
O -2.19005 -1.58219 -0.71410 0.1694 0.0081 -0.4316 -0.33
O -2.11340 0.16964 0.51305 -0.5433 1.6885 0.8787 -0.30
F 0.19704 0.71714 -1.22514 -0.9108 -3.0143 2.5213 -0.42
H 0.10911 -0.17473 0.75653 1.2015 -0.4885 0.7590 0.29
```
Forces are in eV/Å.

=====

(3)
The following is a DFT calculation (the ωB97M-V functional and the def2-TZVPD basis) of the ion C6H10F4P with charge +1 at a distorted geometry.

The total energy comes out at -975.129655 hartree. Its LUMO energy is -3.794 eV. As for the net charge: +1. For the HOMO-LUMO gap, the calculation gives 9.843 eV. As for the energy relative to the best compared isomer or geometry (same formula, charge and spin): 58.2 kJ/mol.

```
21
Properties=species:S:1:pos:R:3:forces:R:3:nbo_charge:R:1
C 1.57787 1.16566 2.25480 -1.3899 -1.0368 1.1274 0.21
C 2.84475 1.37710 1.94930 1.3149 0.9980 -0.7784 0.69
C -1.04292 -1.90661 -0.41427 -2.1295 1.8040 -0.1268 -1.02
C 1.68359 -0.00566 -1.28457 -1.6443 -2.6865 2.1809 -0.73
C 0.27915 1.66404 1.56830 0.2736 -1.5147 2.0404 -0.46
C -0.55376 0.39270 1.27804 -1.0065 -1.6964 -0.2006 -0.77
F 1.36977 0.22272 3.27247 0.1097 1.4813 -0.9874 -0.32
F 3.91209 0.98583 2.64151 -1.3516 0.2747 -1.0334 -0.26
F 3.17444 2.11031 0.84650 -0.2042 -0.7782 1.4921 -0.31
F 1.19697 -1.79705 0.97383 -1.0375 1.3657 -0.7323 -0.53
P 0.25835 -0.79488 0.11767 2.8512 -0.4867 -0.5568 1.75
H -0.72174 -2.85827 -0.79385 0.4222 -0.2979 -0.1793 0.30
H -1.68494 -1.34525 -1.26440 1.1775 -1.3273 2.1754 0.29
H -1.61715 -2.07025 0.58819 0.5523 0.2510 -1.9697 0.29
H 1.80506 -0.80569 -2.04220 0.1316 0.2559 0.7343 0.26
H 2.58445 0.18079 -0.64258 -1.0657 0.2336 -0.8882 0.28
H 1.07466 0.74135 -1.72716 0.1599 1.3449 -0.1857 0.24
H -0.35411 2.36312 2.16085 0.7652 -0.5719 0.0740 0.27
H 0.57721 2.20809 0.72216 0.2312 0.5495 -1.4766 0.25
H -1.60862 0.56090 0.77773 1.9639 -0.1716 1.2443 0.29
H -0.63779 -0.34974 2.22925 -0.1239 2.0092 -1.9535 0.31
```
Forces are in eV/Å.